(1)
116
Properties=species:S:1:pos:R:3:forces:R:3:lowdin_charge:R:1 method="wB97M-V/def2-TZVPD" total_charge=-2 lumo_ev="3.528 / 3.526" gap_ev="4.2556 / 5.3380" e_homo_ev="-0.73 / -1.81" multiplicity=2
Hg -16.1039 -10.0557 -13.2739 -0.134 -0.166 -0.267 0.365
C -16.0932 -14.9214 -10.1999 -0.313 -1.213 -1.063 -0.088
C -15.5447 -14.5845 -8.8153 -0.147 2.175 0.688 -0.579
C -16.0126 -15.5840 -7.7654 -0.421 -0.671 0.164 -0.074
C -14.0322 -14.3993 -8.8314 0.969 -0.522 0.120 -0.081
N -16.0723 -13.2440 -8.3385 0.900 0.900 -2.463 -0.044
C -16.4163 -12.9403 -7.0673 -1.220 1.619 1.289 -0.110
C -16.6908 -11.5935 -7.0667 -0.321 -0.171 2.014 -0.120
N -16.4315 -10.9978 -8.2497 0.337 -2.745 -2.630 0.001
B -16.9688 -9.6466 -8.7704 0.890 -0.007 0.269 -0.611
N -15.6243 -8.8196 -9.0940 2.320 -0.052 -0.108 0.070
C -14.4799 -9.0808 -8.2562 -0.603 1.567 -1.907 -0.050
C -13.4075 -8.3662 -8.7026 -1.446 -0.209 -0.103 -0.057
N -13.8545 -7.7029 -9.8527 1.075 1.185 0.437 -0.040
C -15.1873 -7.9693 -10.0864 0.647 -1.188 1.159 -0.746
S -15.9887 -7.4746 -11.4360 -1.069 0.855 -0.688 0.501
C -12.9865 -6.7615 -10.6836 -1.268 -0.996 -1.113 -0.501
C -11.5612 -6.7411 -10.1439 0.580 1.531 1.390 -0.084
C -12.9773 -7.4079 -12.1293 0.308 1.456 -0.385 -0.114
C -13.5419 -5.3036 -10.6788 -0.346 -0.572 2.311 -0.062
N -18.1008 -9.6808 -9.8125 -1.973 -1.529 -1.031 0.067
C -18.6371 -8.4751 -10.1954 -0.766 -0.123 0.369 -0.175
C -19.7972 -8.6491 -10.8581 0.622 1.708 -0.240 -0.099
N -19.9519 -10.0081 -11.0715 -1.245 -0.629 1.274 -0.018
C -19.0889 -10.6775 -10.1926 1.877 3.554 -1.490 -0.725
S -19.1430 -12.2252 -9.7864 -0.037 -2.466 1.130 0.692
C -21.1464 -10.5357 -11.8302 0.270 0.258 -0.711 -0.555
C -21.3538 -9.5521 -12.9991 0.661 2.007 0.671 -0.069
C -20.7941 -11.8330 -12.5132 -0.760 -1.027 -0.613 -0.093
C -22.4520 -10.7049 -11.0075 1.115 0.922 0.973 -0.036
C -15.9693 -12.0410 -9.1040 -0.427 -0.673 1.886 -0.709
S -15.2729 -11.9522 -10.6113 -0.215 0.706 -0.200 0.511
H -16.2771 -16.0218 -10.1594 0.187 0.508 -0.373 0.072
H -15.3865 -14.7031 -11.0446 -0.650 -0.165 1.015 0.066
H -17.0738 -14.4803 -10.4856 0.725 0.077 0.564 0.071
H -15.7798 -16.6294 -8.1100 -0.415 0.976 0.389 0.093
H -17.1048 -15.4087 -7.6072 0.637 -0.652 -0.323 0.099
H -15.5577 -15.4299 -6.7695 0.114 -0.065 -0.575 0.071
H -13.6171 -15.3814 -9.2088 0.059 1.065 0.424 0.091
H -13.6529 -14.1769 -7.7678 -0.445 -0.359 -1.574 0.100
H -13.7808 -13.5493 -9.5467 -0.159 -1.201 0.996 0.028
H -16.6261 -13.6542 -6.2614 0.274 0.514 -0.656 0.106
H -17.0223 -10.9592 -6.2469 -0.094 -0.410 -0.149 0.113
H -17.4119 -9.0702 -7.8545 -0.413 0.352 1.142 0.103
H -14.5334 -9.7847 -7.4863 -0.095 -0.667 0.996 0.086
H -12.4189 -8.2237 -8.2744 -0.438 -0.281 -0.286 0.095
H -11.0489 -7.6555 -10.2627 0.439 -1.310 -0.436 0.058
H -11.4447 -6.5286 -9.0385 -0.603 0.042 -1.026 0.088
H -10.9264 -5.9550 -10.6240 -0.775 -0.582 0.021 0.090
H -12.9008 -8.4926 -12.1132 -0.398 0.029 0.277 0.033
H -12.0868 -7.0744 -12.6628 0.386 0.165 0.116 0.046
H -13.8098 -7.0603 -12.7819 0.442 -0.561 0.885 0.041
H -13.8056 -5.0973 -9.5771 0.465 -0.061 -1.413 0.104
H -14.4939 -5.1673 -11.2086 0.628 -0.152 -0.206 0.035
H -12.7228 -4.6252 -10.9438 -0.433 0.015 -0.292 0.065
H -18.1761 -7.5731 -9.8786 0.113 0.485 0.018 0.069
H -20.4678 -7.8331 -11.1805 0.612 -1.013 0.023 0.111
H -20.4293 -9.3517 -13.5974 -0.513 -0.565 0.615 0.103
H -21.5953 -8.5265 -12.5757 -0.346 -1.213 -0.801 0.072
H -22.1069 -9.9134 -13.6851 -0.404 0.006 0.022 0.076
H -20.0947 -11.5914 -13.3096 0.455 -0.430 0.122 0.084
H -21.7146 -12.2211 -13.0341 0.731 0.333 0.507 0.095
H -20.4298 -12.6001 -11.8205 -0.007 0.284 -0.465 0.007
H -22.9095 -9.7001 -10.7862 0.506 -0.992 0.213 0.088
H -22.1586 -11.2922 -10.1117 -0.407 0.648 -0.155 0.076
H -23.1914 -11.2962 -11.5186 -0.165 -0.170 -0.568 0.059
N -22.0076 -12.2800 -21.6941 2.682 -0.685 1.430 0.097
C -21.0344 -12.4481 -21.0449 -2.911 1.144 -1.263 -0.211
C -19.9522 -12.5108 -20.1117 -0.153 -0.077 -0.655 -0.299
C -19.3780 -13.7587 -19.8483 -0.113 -0.105 0.506 -0.071
C -18.2659 -13.7906 -19.0216 0.794 -1.825 0.401 -0.034
C -17.7107 -12.6559 -18.3011 -1.122 -0.742 -0.780 -0.175
C -18.4314 -11.4563 -18.5210 -0.276 0.405 -0.301 -0.016
C -19.4578 -11.3701 -19.4947 1.354 0.471 0.912 -0.040
C -16.5699 -12.7683 -17.3893 0.546 0.956 -0.528 -0.107
C -15.5734 -11.7037 -17.4300 -0.351 0.414 -2.333 -0.296
C -15.3383 -10.8673 -18.6606 -0.432 -1.431 1.108 -0.079
C -14.3642 -9.9592 -18.2740 -1.011 0.408 -0.454 -0.175
C -14.1026 -10.1876 -16.9282 0.220 -1.071 1.094 -0.231
N -14.7371 -11.2835 -16.4438 -0.328 0.713 -0.078 0.007
C -16.6092 -13.8710 -16.4940 1.060 -2.501 2.673 -0.120
C -17.7423 -14.5969 -16.0056 1.419 0.451 -0.614 -0.050
C -17.3268 -15.5750 -15.0693 -0.303 0.714 -0.561 -0.115
C -15.9752 -15.4842 -14.9420 0.211 0.955 -0.683 -0.145
N -15.4498 -14.5001 -15.7648 -3.416 0.317 -0.053 -0.073
H -19.9209 -14.6520 -20.2547 1.123 0.734 0.371 0.122
H -17.7979 -14.8258 -18.9136 -0.447 1.654 0.197 0.128
H -18.2257 -10.5616 -17.8960 0.210 -0.689 -0.746 0.130
H -19.7473 -10.3629 -19.7921 -0.532 -0.346 0.213 0.110
H -15.7783 -11.0063 -19.6671 0.210 0.143 0.885 0.087
H -14.1048 -9.0818 -18.8292 0.486 0.228 -0.298 0.059
H -13.4906 -9.6028 -16.2469 0.081 -0.081 -0.209 0.068
H -18.7501 -14.4288 -16.3413 -0.088 0.150 0.033 0.091
H -17.9535 -16.2039 -14.4725 -0.226 -0.243 0.067 0.077
H -15.3948 -16.0346 -14.2407 0.671 -0.088 0.207 0.095
Cl -8.8420 -11.6960 -13.4799 0.118 0.190 -0.013 0.509
C -9.2392 -10.0001 -13.6274 -1.447 1.779 0.646 -0.984
Cl -11.0745 -9.7136 -13.7201 1.449 -0.488 -0.298 0.485
H -8.7817 -9.5196 -14.5071 -0.283 -0.599 0.332 0.027
H -9.0080 -9.3957 -12.7141 0.249 -1.016 -0.764 0.028
C -13.9826 -15.2746 -18.4984 -1.100 -0.299 -0.295 -0.186
Si -13.1594 -15.5276 -16.8724 0.400 1.342 2.302 0.574
C -11.2611 -15.1869 -16.8487 -0.765 -1.626 0.274 -0.188
C -13.5186 -17.2495 -16.0562 0.881 -0.072 -0.652 -0.192
C -14.0527 -14.1707 -15.7809 0.783 -0.767 -2.218 -0.205
H -13.5254 -15.7665 -19.3559 0.102 0.127 -0.114 0.013
H -14.1820 -14.1734 -18.7002 0.094 -1.427 0.268 0.063
H -14.9358 -15.8546 -18.2914 0.544 1.018 -0.532 0.047
H -10.7978 -16.0950 -17.2828 0.103 0.597 -0.173 0.016
H -10.8300 -15.1050 -15.8538 -0.257 -0.004 0.313 0.015
H -11.0014 -14.2911 -17.3623 0.224 0.571 -0.727 0.005
H -12.7216 -17.9603 -16.3974 -0.677 0.334 0.237 0.020
H -14.4815 -17.5889 -16.4237 -0.162 -0.221 -0.177 0.008
H -13.5878 -17.3284 -14.9581 0.291 0.458 -0.434 0.021
H -13.9559 -13.1826 -16.2324 0.194 -0.083 0.080 0.055
H -13.6039 -14.1131 -14.8208 0.031 0.076 1.222 0.074


(2)
113
Properties=species:S:1:pos:R:3:forces:R:3:nbo_charge:R:1 method="wB97M-V/def2-TZVPD" total_charge=-2 lumo_ev=3.543 gap_ev=4.9481 e_homo_ev=-1.40
Rb -0.5571 0.6902 -0.1263 -0.340 1.993 -0.112 0.910
C -1.2088 3.1946 2.5232 0.039 -0.151 0.103 -0.334
C -2.4424 3.3075 1.8391 -0.164 -0.113 0.042 -0.199
C -2.1976 4.1064 0.6799 -0.063 -0.092 -0.103 -0.063
C -0.8213 4.4197 0.6873 0.042 0.030 -0.047 -0.370
C -0.2087 3.8682 1.8172 0.137 0.008 0.034 -0.161
C 1.2295 4.0799 2.2345 0.033 -0.017 0.014 -0.054
C 1.6192 3.1371 3.3739 -0.002 0.034 -0.026 -0.597
C 2.1729 3.8189 1.0577 0.009 0.001 0.004 -0.596
C 1.4251 5.5276 2.7119 -0.015 -0.053 0.010 -0.595
C -3.0900 4.5254 -0.4887 -0.063 0.028 0.021 -0.083
C -4.4155 5.1558 -0.0398 -0.023 0.012 -0.029 -0.595
C -2.3899 5.5932 -1.3448 -0.091 -0.028 0.038 -0.595
C -3.3629 3.3424 -1.4279 0.048 -0.012 0.014 -0.609
C -3.7182 2.7226 2.4503 -0.021 -0.052 -0.009 -0.050
C -3.3703 1.6467 3.4971 -0.043 0.037 -0.034 -0.589
C -4.6364 2.0164 1.4453 -0.015 -0.038 -0.008 -0.606
C -4.5173 3.8076 3.1940 0.032 -0.005 0.010 -0.603
H -1.0601 2.6901 3.4646 0.018 -0.073 0.078 0.178
H -0.3051 4.9938 -0.0657 0.019 0.066 -0.093 0.189
H 1.4832 2.0970 3.0766 0.005 -0.053 -0.021 0.212
H 1.0095 3.3213 4.2588 -0.048 0.013 0.070 0.196
H 2.6689 3.2799 3.6457 0.040 0.007 0.009 0.185
H 2.1063 2.7776 0.7439 0.014 -0.044 -0.007 0.221
H 3.2125 4.0207 1.3369 0.050 0.006 0.007 0.179
H 1.9167 4.4503 0.2078 -0.019 0.043 -0.067 0.204
H 0.7590 5.7398 3.5495 -0.033 0.010 0.046 0.200
H 1.1816 6.2243 1.9103 -0.022 0.044 -0.059 0.205
H 2.4576 5.7065 3.0288 0.083 0.014 0.024 0.174
H -4.2249 6.0027 0.6213 0.015 0.068 0.036 0.201
H -5.0588 4.4584 0.4904 0.022 0.107 -0.028 0.195
H -4.9721 5.5163 -0.9110 -0.024 0.017 -0.035 0.183
H -2.0983 6.4527 -0.7416 0.020 0.069 0.056 0.201
H -3.0708 5.9325 -2.1307 -0.019 0.004 -0.033 0.183
H -1.5029 5.1930 -1.8290 0.089 -0.041 -0.040 0.216
H -3.9003 2.5402 -0.9326 -0.039 -0.050 -0.003 0.202
H -2.4124 2.9393 -1.7731 0.053 -0.054 -0.144 0.235
H -3.9405 3.6530 -2.3047 -0.020 0.022 -0.046 0.182
H -2.7320 0.8764 3.0575 0.040 -0.028 -0.054 0.196
H -4.2901 1.1797 3.8655 -0.012 0.003 0.008 0.181
H -2.8433 2.0662 4.3521 0.036 0.024 0.045 0.204
H -4.0935 1.2276 0.9206 0.007 -0.043 0.004 0.220
H -5.0442 2.6922 0.7002 -0.001 -0.105 0.036 0.203
H -5.4829 1.5584 1.9689 -0.022 -0.018 0.022 0.179
H -3.8926 4.2469 3.9728 0.029 0.023 0.041 0.205
H -5.4145 3.3869 3.6609 -0.073 -0.029 0.040 0.172
H -4.8217 4.6104 2.5268 -0.001 0.015 -0.013 0.209
N -0.8119 -4.6402 1.6314 0.112 -0.292 0.075 -0.878
C -0.6443 -3.1859 1.4781 -0.110 0.172 -0.073 -0.655
C 0.0362 -2.5367 2.6779 0.064 0.057 0.060 -0.628
P 0.4194 -2.8733 -0.0165 -0.089 -0.014 -0.067 2.422
O -0.5436 -3.3182 -1.2414 0.303 -0.434 0.194 -1.014
O 1.5115 -3.8915 0.0690 -0.025 -0.010 0.125 -1.205
O 0.6851 -1.4155 -0.0557 0.553 -1.098 -0.014 -1.193
P -2.3044 -2.4726 1.2103 -0.126 -0.016 0.052 2.368
O -2.9488 -2.3272 2.6828 0.098 -0.469 -0.136 -1.007
O -3.0952 -3.6833 0.5668 -0.209 0.189 0.024 -1.001
O -2.3993 -1.1972 0.4787 -0.159 -0.289 0.060 -1.133
H 0.0089 -5.0803 1.2145 -0.024 -0.016 0.071 0.404
H -2.5361 -4.4715 0.7141 0.183 -0.244 0.009 0.528
H -0.8169 -4.8815 2.6190 -0.051 -0.003 -0.098 0.358
H 1.0580 -2.9099 2.7568 0.050 -0.015 0.016 0.224
H -0.5065 -2.7686 3.5970 0.004 -0.004 0.021 0.203
H 0.0833 -1.4542 2.5651 0.003 0.046 0.012 0.239
H -1.0271 -2.5682 -1.5858 -0.278 0.431 -0.220 0.512
H -3.1381 -1.4046 2.8558 -0.117 0.501 0.125 0.517
C 1.5629 -8.8520 1.2821 -0.042 -0.031 0.017 -0.621
C 2.5798 -7.8272 0.8632 0.026 0.074 -0.069 -0.059
C 2.3109 -6.9149 -0.1493 0.038 -0.071 0.085 -0.181
C 3.2502 -5.9819 -0.5580 0.022 -0.092 -0.030 -0.218
C 4.4808 -5.9130 0.0760 -0.047 -0.067 0.088 0.216
N 5.4663 -4.9940 -0.3158 0.325 -0.086 0.044 -0.661
C 5.3984 -3.6199 -0.5293 0.034 -0.071 -0.054 0.793
O 6.4302 -3.0324 -0.8243 0.080 0.060 0.002 -0.683
N 4.1928 -3.0298 -0.3871 -0.178 -0.050 0.070 -0.668
C 4.0222 -1.6448 -0.6385 -0.045 0.041 -0.024 0.097
C 4.3638 -1.0663 -1.8503 0.049 0.023 0.027 -0.167
C 4.0960 0.2769 -2.0325 -0.045 0.008 0.026 -0.243
C 3.4877 0.9854 -1.0040 -0.045 -0.087 -0.123 0.037
N 3.1566 0.4379 0.1588 0.044 0.091 0.052 -0.430
C 3.4271 -0.8497 0.3274 0.028 -0.029 -0.005 0.062
C 4.7611 -6.8183 1.1021 -0.019 0.048 -0.043 -0.266
C 3.8283 -7.7668 1.4774 -0.009 0.000 0.003 -0.205
H 0.5740 -8.5944 0.9049 -0.028 -0.003 -0.005 0.215
H 1.5003 -8.9259 2.3691 -0.003 -0.008 0.013 0.207
H 1.8164 -9.8437 0.8999 -0.001 -0.019 -0.003 0.206
H 1.3435 -6.9167 -0.6332 -0.074 -0.004 -0.035 0.214
H 3.0039 -5.2922 -1.3496 0.002 0.024 -0.035 0.243
H 6.4281 -5.2735 -0.1892 -0.148 0.019 -0.038 0.397
H 3.3497 -3.5293 -0.0801 0.090 0.066 -0.085 0.465
H 4.8250 -1.6633 -2.6258 -0.014 -0.003 0.004 0.218
H 4.3167 0.7657 -2.9704 -0.001 0.031 -0.031 0.213
H 3.2288 2.0274 -1.1348 0.002 0.100 -0.017 0.199
H 3.1308 -1.2926 1.2691 -0.014 -0.050 0.090 0.188
H 5.7130 -6.7587 1.6154 0.043 0.006 0.007 0.201
H 4.0657 -8.4572 2.2791 0.001 -0.020 0.021 0.195
C -0.7677 -1.2684 -6.3888 -0.005 -0.041 -0.029 -0.248
C -0.4153 -1.7485 -5.1081 -0.005 -0.047 -0.023 -0.276
C -0.1953 -0.8611 -4.0920 0.020 -0.026 0.062 -0.189
C -0.3076 0.5445 -4.2604 0.057 -0.021 0.043 -0.019
C -0.0714 1.4072 -3.1332 0.023 0.024 0.062 -0.387
C -0.1457 2.7541 -3.4545 -0.015 0.009 0.011 -0.346
C -0.4544 3.2549 -4.7415 -0.002 0.051 -0.036 -0.206
C -0.7075 2.4056 -5.7836 -0.011 0.039 -0.058 -0.272
C -0.6343 1.0098 -5.5653 -0.010 0.053 -0.045 -0.117
C -0.8682 0.0763 -6.6070 -0.019 0.023 -0.079 -0.199
H -0.9476 -1.9672 -7.1984 -0.007 -0.014 -0.017 0.185
H -0.3119 -2.8130 -4.9369 -0.001 -0.043 0.006 0.196
H 0.1104 -1.2047 -3.1100 0.010 -0.011 0.054 0.210
H 0.0196 3.4987 -2.6748 0.003 0.027 0.026 0.177
H -0.5044 4.3300 -4.9036 -0.002 -0.004 0.005 0.180
H -0.9577 2.7809 -6.7727 0.002 -0.009 0.017 0.179
H -1.1266 0.4520 -7.5944 0.003 -0.002 0.013 0.181


Computed relative energy (zero: lowest compared OMol25 entry of this formula, charge and spin), in the same sequence as the records: 52.5 0.0 kcal/mol.